Here is a molecular structure, C12H30CuN2O8S in a non-equilibrium geometry from the Open Molecules 2025 dataset. Energies are from ωB97M-V/def2-TZVPD.

XYZ file:
```
54
C12H30CuN2O8S | the Open Molecules 2025 dataset | ωB97M-V/def2-TZVPD
Cu -0.46 -0.11 -0.44
S -0.88 -3.09 -2.07
O -1.44 -2.03 -1.19
O -1.39 -2.91 -3.40
O 0.54 -3.27 -1.97
O -1.54 -4.36 -1.87
C -3.76 0.53 -0.12
O -2.56 1.14 -0.53
C -2.34 2.40 0.05
C -0.94 3.05 -0.18
N 0.24 2.20 -0.21
C 0.88 2.08 1.03
C 0.03 1.57 2.22
O -0.82 0.53 1.77
C -1.68 0.02 2.81
H -3.75 0.25 0.93
H -3.92 -0.41 -0.65
H -4.60 1.21 -0.25
H -2.56 2.36 1.11
H -3.11 3.06 -0.34
H -0.82 3.97 0.39
H -0.91 3.43 -1.20
H 0.90 2.41 -0.95
H 1.31 3.05 1.28
H 1.69 1.35 0.97
H -0.58 2.34 2.70
H 0.61 1.11 3.02
H -2.32 -0.82 2.53
H -2.33 0.83 3.12
H -1.04 -0.36 3.61
C -0.68 1.05 -3.61
O 0.45 0.90 -2.76
C 1.32 -0.16 -3.08
C 2.32 -0.30 -1.92
N 1.75 -1.02 -0.81
C 2.65 -1.31 0.26
C 1.90 -1.73 1.48
O 2.85 -1.96 2.50
C 2.34 -2.59 3.70
H -0.51 1.35 -4.64
H -1.37 1.69 -3.07
H -1.08 0.03 -3.66
H 1.81 0.11 -4.01
H 0.79 -1.10 -3.24
H 2.59 0.72 -1.67
H 3.13 -0.95 -2.25
H 1.43 -1.89 -1.20
H 3.07 -0.36 0.60
H 3.45 -2.01 0.03
H 1.42 -2.69 1.29
H 1.20 -0.98 1.85
H 1.96 -3.59 3.46
H 1.56 -2.03 4.20
H 3.19 -2.70 4.37
```

Its spin multiplicity is 2. The calculation puts the energy at -3225.16351 a.u.

---

Here is a molecular structure, C24H33N2O5P2SY in a non-equilibrium geometry from the Open Molecules 2025 dataset. Energies are from ωB97M-V/def2-TZVPD.

XYZ file:
```
68
C24H33N2O5P2SY | the Open Molecules 2025 dataset | ωB97M-V/def2-TZVPD
C -1.04 3.30 -2.93
C -1.11 2.26 -2.01
N -0.01 1.85 -1.30
C 1.16 2.54 -1.46
C 1.27 3.55 -2.40
C 0.17 3.95 -3.14
C -2.53 1.73 -1.71
P -2.64 0.46 -0.38
Y 0.08 -0.12 0.32
P 2.72 0.58 0.04
C 2.39 2.28 -0.61
C -0.14 -2.03 1.88
C -0.68 -1.86 3.13
C -0.64 -2.97 4.01
C -0.06 -4.18 3.60
C 0.48 -4.31 2.32
C 0.43 -3.21 1.45
O -1.31 -1.38 -4.87
O 1.07 -1.67 -0.86
H -1.90 3.59 -3.55
H 2.22 4.13 -2.49
H 0.26 4.77 -3.85
C -3.88 1.39 0.58
C -3.72 -0.86 -1.09
H 3.29 2.51 -1.19
H 2.40 2.92 0.29
H -3.07 1.42 -2.64
H -3.15 2.59 -1.39
C 3.79 0.86 1.47
C 3.87 -0.14 -1.15
H -1.10 -0.91 3.46
H -1.08 -2.86 5.01
H -0.06 -5.04 4.28
H 0.93 -5.25 1.98
H 0.88 -3.29 0.45
H 0.15 -3.74 -2.88
H 1.04 -1.82 -1.81
H -1.02 -1.74 -4.02
H -1.07 -0.43 -4.78
H 0.09 -3.24 -2.30
H -4.80 1.57 0.01
H -4.14 0.88 1.52
H -3.47 2.37 0.85
H -4.78 -0.56 -1.15
H -3.38 -1.15 -2.09
H -3.67 -1.74 -0.43
H 4.81 0.42 -1.13
H 4.04 -1.18 -0.85
H 3.41 -0.14 -2.15
H 4.74 1.28 1.11
H 3.27 1.54 2.16
H 3.92 -0.12 1.97
O 2.27 4.54 4.34
S 2.04 3.14 4.47
O 3.02 2.34 5.16
N 1.61 2.45 3.04
C 0.39 1.93 3.00
O -0.09 1.26 2.01
C -0.38 2.23 4.23
C -1.68 1.80 4.58
C -2.16 2.06 5.86
C -1.36 2.75 6.78
C -0.05 3.12 6.45
C 0.42 2.85 5.16
H -2.26 1.28 3.83
H -3.17 1.77 6.11
H -1.77 2.95 7.77
H 0.60 3.59 7.19
```

The calculation puts the energy at -2539.29634 a.u.

---

Here is 2 unconnected molecules or ions with the total composition CF2N5 in a non-equilibrium geometry from the Open Molecules 2025 dataset. Energies are from ωB97M-V/def2-TZVPD.

XYZ file:
```
8
CF2N5 | the Open Molecules 2025 dataset | ωB97M-V/def2-TZVPD
C -0.22 0.14 0.01
N -0.95 0.68 -0.92
N -0.82 -0.53 0.88
N -2.15 0.33 -0.56
N -2.11 -0.38 0.57
N 1.78 0.43 0.12
F 2.34 -0.12 -1.05
F 2.13 -0.56 0.96
```

The calculation puts the energy at -511.44635 a.u. The net charge is -1.

---

Here is a gas-phase ion, C3H8N2O2 (charge +1) in a non-equilibrium geometry from the Open Molecules 2025 dataset. Energies are from ωB97M-V/def2-TZVPD.

XYZ file:
```
15
C3H8N2O2 | the Open Molecules 2025 dataset | ωB97M-V/def2-TZVPD
N 1.40 -0.60 0.37
C -0.01 -0.23 0.33
C -0.25 1.23 0.79
O 0.38 1.42 2.03
C -0.64 -0.40 -1.08
N -0.39 -1.54 -1.77
O -1.40 0.43 -1.50
H 1.98 0.23 0.47
H 1.71 -1.06 -0.47
H -0.47 -0.87 1.10
H -1.34 1.30 0.89
H 0.06 1.95 0.02
H -0.04 2.18 2.43
H -1.12 -1.83 -2.40
H 0.13 -2.21 -1.22
```

Its spin multiplicity is 2. The calculation puts the energy at -378.76098 a.u. The net charge is +1.

---

Here is a molecular structure, H22O11 in a non-equilibrium geometry from the Open Molecules 2025 dataset. Energies are from ωB97M-V/def2-TZVPD.

XYZ file:
```
33
H22O11 | the Open Molecules 2025 dataset | ωB97M-V/def2-TZVPD
O 0.56 2.96 -0.86
H 1.00 2.32 -0.04
H 0.54 3.87 -0.52
O 0.85 -2.92 -1.30
H 1.32 -3.58 -1.92
H 0.02 -3.33 -1.10
O 0.06 1.48 -2.90
H -0.32 0.81 -2.49
H 0.30 2.02 -2.04
O 2.04 2.05 1.39
H 2.15 1.14 1.69
H 1.43 2.50 1.88
O -2.16 0.93 1.88
H -1.42 0.54 2.41
H -2.99 0.34 2.19
O -3.44 -2.38 1.17
H -4.15 -1.73 0.77
H -2.53 -2.24 0.80
O -0.47 -0.81 -0.16
H 0.10 -0.16 0.43
H 0.03 -1.66 -0.49
O 1.95 -0.12 2.25
H 2.95 -0.26 2.16
H 1.49 -0.98 2.16
O -1.38 -0.35 -2.18
H -0.94 -0.96 -2.92
H -0.94 -0.60 -1.32
O -1.90 2.76 0.12
H -1.99 1.86 0.62
H -1.03 2.98 -0.10
O 3.33 -2.29 -0.40
H 3.16 -1.41 -0.67
H 2.36 -2.74 -0.53
```

The calculation puts the energy at -840.64181 a.u.